[1]
Computed, not measured: CH3O3PS in the gas phase in a non-equilibrium geometry, with the ωB97M-V functional and the def2-TZVPD basis.

Cartesian coordinates (Å):
C -0.868 0.581 -1.141
O 0.491 -0.591 0.991
O 0.267 -1.819 3.136
O 1.813 0.817 -0.893
P 0.620 1.034 -0.076
S 1.103 -1.488 2.017
H -0.538 0.630 -2.174
H -1.195 -0.426 -0.889
H -1.693 1.263 -0.970

Energy, Ha: -1005.11982
Spin multiplicity: 1
Gap between HOMO and LUMO (spin up / spin down), eV: 5.74 / 5.74
Energy above the lowest of the compared OMol25 structures with the same formula, charge and spin, kcal per mole: 49.2

[2]
Computed, not measured: 2 unconnected molecules or ions with the total composition C29H47Si in a non-equilibrium geometry, with the ωB97M-V functional and the def2-TZVPD basis.

Cartesian coordinates (Å):
C 9.317 6.038 2.089
C 8.098 5.253 1.602
C 6.861 6.051 1.988
C 8.157 5.174 0.073
C 8.065 3.856 2.293
Si 6.491 2.743 2.254
C 6.140 2.117 0.528
C 6.863 1.275 3.368
H 5.188 3.400 2.831
H 10.260 5.564 1.788
H 9.301 7.054 1.672
H 9.311 6.131 3.182
H 5.974 5.603 1.532
H 6.726 6.083 3.075
H 6.939 7.084 1.626
H 7.338 4.577 -0.349
H 8.077 6.191 -0.343
H 9.105 4.744 -0.278
H 8.927 3.263 1.943
H 8.200 4.024 3.376
H 7.035 2.139 -0.106
H 5.790 1.078 0.610
H 5.344 2.696 0.038
H 7.876 0.884 3.192
H 6.775 1.564 4.426
H 6.134 0.473 3.179
C 2.102 3.850 -1.689
C 1.784 4.643 -0.450
C 2.767 4.936 0.502
C 2.441 5.574 1.714
C 3.516 5.977 2.670
C 1.096 5.829 2.032
C 0.656 6.304 3.412
C 0.707 7.838 3.525
C 1.350 5.634 4.656
C 1.712 4.212 4.525
C 1.332 3.274 5.528
C 0.369 2.269 5.177
C -0.382 2.414 3.884
C -0.005 1.302 6.103
C 0.493 1.313 7.413
C 0.134 0.230 8.382
C 1.285 2.399 7.810
C 1.693 3.386 6.915
C 2.435 4.582 7.422
C 0.152 5.748 0.987
C -1.237 6.299 1.138
C 0.493 5.134 -0.219
H 1.219 3.810 -2.334
H 2.931 4.269 -2.275
H 2.384 2.817 -1.441
H 3.804 4.644 0.313
H 3.274 6.924 3.168
H 3.687 5.214 3.439
H 4.463 6.132 2.154
H -0.408 6.015 3.494
H 0.226 8.304 2.653
H 0.194 8.186 4.433
H 1.743 8.201 3.562
H 2.281 6.150 4.962
H 0.632 5.754 5.493
H 2.031 3.849 3.546
H -0.905 1.490 3.614
H -1.141 3.213 3.988
H 0.276 2.698 3.054
H -0.736 0.538 5.827
H 0.666 0.371 9.326
H -0.937 0.245 8.608
H 0.368 -0.770 7.998
H 1.542 2.493 8.871
H 2.632 4.490 8.496
H 3.401 4.711 6.919
H 1.853 5.501 7.274
H -1.742 6.203 0.173
H -1.836 5.757 1.881
H -1.241 7.357 1.425
H -0.275 5.016 -0.990

Energy, Ha: -1422.43733
Total charge: +1
Spin multiplicity: 1
Gap between HOMO and LUMO, eV: 5.64
Energy above the lowest of the compared OMol25 structures with the same formula, charge and spin, kcal per mole: 21.1

[3]
Computed, not measured: C4H3NO2 in the gas phase, with the ωB97M-V functional and the def2-TZVPD basis.

Cartesian coordinates (Å):
N 2.030 -0.426 -0.047
C 0.817 -0.097 -0.026
C -0.372 -1.016 0.128
C -1.551 -0.239 0.462
C -1.069 1.165 0.061
O -1.729 2.150 -0.084
O 0.323 1.188 -0.116
H 2.637 0.392 -0.130
H -0.195 -1.965 0.627
H -0.790 -1.281 -0.878

Energy, Ha: -359.32433
Spin multiplicity: 1
Gap between HOMO and LUMO, eV: 8.14
Energy above the lowest of the compared OMol25 structures with the same formula, charge and spin, kcal per mole: 91.6

[4]
Computed, not measured: a molecular structure, C29H46F6InO9 in a non-equilibrium geometry, with the ωB97M-V functional and the def2-TZVPD basis.

Cartesian coordinates (Å):
C -4.430 5.540 -2.476
C -4.070 5.358 -3.977
O -4.621 6.040 -4.797
O -3.149 4.395 -4.417
C -1.974 5.122 -4.857
C -0.641 4.708 -4.118
C -0.849 4.021 -2.710
C 0.165 4.597 -1.643
C 0.658 3.519 -0.588
C -0.513 2.606 -0.034
In 0.412 0.891 1.170
C 1.847 -0.115 -0.261
O 1.768 0.338 -1.638
C 0.559 0.008 -2.228
O 0.550 -1.293 -2.848
C -0.511 -1.359 -3.799
C -1.926 -1.416 -3.133
O -2.556 -0.133 -3.023
C 1.334 1.847 2.966
C 2.074 0.937 4.013
C 2.739 -0.376 3.450
O 1.285 0.616 5.192
C 0.008 0.110 4.836
C -0.703 -0.552 6.069
C -0.959 0.126 7.314
C -1.666 -0.602 8.359
C -2.130 -1.956 8.209
C -1.858 -2.649 6.961
C -1.158 -1.926 5.936
C -1.291 -0.544 1.547
C -1.062 -1.915 0.790
O -2.385 -2.363 0.370
C -0.510 -3.039 1.720
F -0.090 -4.087 0.882
F -1.423 -3.591 2.563
F 0.587 -2.695 2.451
H -4.051 6.535 -2.121
H -5.541 5.571 -2.349
H -4.025 4.706 -1.849
H -2.073 6.233 -4.760
H -1.832 4.880 -5.943
H -0.066 3.981 -4.751
H 0.003 5.609 -3.951
H -1.875 4.150 -2.290
H -0.673 2.923 -2.808
H -0.283 5.469 -1.091
H 1.062 4.951 -2.226
H 1.500 2.893 -0.993
H 1.106 4.114 0.258
H -1.102 2.116 -0.844
H -1.135 3.196 0.685
H 2.886 0.124 0.101
H 1.786 -1.245 -0.223
H -0.332 0.077 -1.552
H 0.392 0.761 -3.056
H -0.394 -2.318 -4.371
H -0.511 -0.497 -4.513
H -1.780 -1.811 -2.092
H -2.641 -2.120 -3.638
H -3.436 -0.220 -2.625
H 0.544 2.431 3.518
H 2.075 2.622 2.620
H 2.919 1.556 4.426
H 2.248 -1.246 3.952
H 2.778 -0.454 2.341
H 3.809 -0.404 3.801
H 0.136 -0.722 4.097
H -0.696 0.906 4.480
H -0.646 1.178 7.459
H -1.905 -0.103 9.328
H -2.695 -2.514 8.982
H -2.182 -3.683 6.735
H -0.950 -2.441 4.969
H -2.230 -0.133 1.081
H -1.543 -0.735 2.618
H -0.390 -1.815 -0.096
H -2.191 -3.187 -0.122
C 1.669 -4.773 -2.254
C 2.908 -3.944 -2.520
O 4.087 -4.775 -2.534
C 4.333 -5.424 -3.671
O 3.655 -5.367 -4.658
C 5.636 -6.220 -3.551
F 5.715 -6.896 -2.390
F 6.713 -5.414 -3.607
F 5.772 -7.122 -4.534
H 1.783 -5.349 -1.334
H 0.792 -4.130 -2.164
H 1.494 -5.488 -3.060
H 3.045 -3.223 -1.715
H 2.823 -3.379 -3.448

Energy, Ha: -2598.99842
Total charge: -1
Spin multiplicity: 1
Gap between HOMO and LUMO, eV: 7.13

[5]
Computed, not measured: 4 unconnected molecules or ions with the total composition C30H43IN4O6 in a non-equilibrium geometry, with the ωB97M-V functional and the def2-TZVPD basis.

Cartesian coordinates (Å):
C -0.124 0.036 -3.659
C -1.047 -1.151 -3.993
C -2.075 -0.811 -5.063
C -3.222 0.082 -4.566
O -3.371 -0.107 -3.178
C -4.183 0.797 -2.500
C -3.392 1.985 -1.953
C -2.914 3.006 -2.993
C -5.417 1.291 -3.242
C -6.484 0.287 -3.689
O -7.537 0.711 -4.117
I -6.233 -1.850 -3.640
O -4.724 0.090 -1.347
C -3.864 -0.817 -0.811
O -3.921 -2.019 -0.993
O -2.972 -0.234 0.018
C -1.781 -0.991 0.193
C -0.766 -0.094 0.861
N -0.656 1.164 0.140
C 0.513 1.950 0.551
C 1.849 1.348 0.060
C 2.765 1.090 1.240
O 2.480 2.246 -0.841
H -0.478 0.625 -2.820
H -0.029 0.651 -4.550
H 0.875 -0.339 -3.465
H -0.413 -1.924 -4.423
H -1.497 -1.593 -3.115
H -1.611 -0.353 -5.928
H -2.506 -1.748 -5.410
H -4.109 -0.209 -5.125
H -2.987 1.109 -4.838
H -2.521 1.618 -1.432
H -4.044 2.490 -1.244
H -3.663 3.286 -3.724
H -2.627 3.913 -2.470
H -2.021 2.632 -3.478
H -5.182 1.898 -4.105
H -5.937 1.943 -2.547
H -1.942 -1.868 0.812
H -1.370 -1.339 -0.750
H 0.189 -0.606 0.896
H -1.045 0.097 1.903
H -1.463 1.736 0.336
H 0.411 2.928 0.092
H 0.510 2.110 1.634
H 1.598 0.430 -0.474
H 2.674 1.906 1.945
H 3.784 0.955 0.904
H 2.388 0.203 1.740
H 1.921 2.340 -1.612
C 7.582 0.285 4.623
C 7.154 1.601 4.568
C 5.854 1.853 4.158
N 4.992 0.901 3.810
C 5.423 -0.358 3.868
C 6.700 -0.722 4.267
H 8.590 0.046 4.940
H 7.812 2.417 4.837
H 5.477 2.869 4.103
H 4.700 -1.112 3.575
H 6.996 -1.757 4.293
C -8.940 0.676 0.542
C -7.675 0.614 -0.019
C -6.592 1.018 0.747
N -6.702 1.469 2.000
C -7.926 1.523 2.522
C -9.072 1.139 1.841
H -9.809 0.367 -0.024
H -7.529 0.256 -1.029
H -5.594 0.987 0.357
H -7.985 1.894 3.539
H -10.040 1.203 2.317
C 10.332 -5.236 3.233
C 10.719 -3.920 3.038
C 9.734 -2.946 2.981
N 8.433 -3.203 3.100
C 8.079 -4.473 3.285
C 8.983 -5.522 3.361
H 11.070 -6.026 3.285
H 11.762 -3.653 2.932
H 9.993 -1.903 2.831
H 7.013 -4.653 3.377
H 8.637 -6.534 3.515

Energy, Ha: -2137.04858
Spin multiplicity: 1
Gap between HOMO and LUMO, eV: 9.62
Structure (SMILES): CCCCO[C@@](CC)(CC(=O)I)OC(=O)OCCNC[C@H](C)O.c1ccncc1.c1ccncc1.c1ccncc1

[6]
Computed, not measured: C24H31N5O3S in the gas phase in a non-equilibrium geometry, with the ωB97M-V functional and the def2-TZVPD basis.

Cartesian coordinates (Å):
C -5.264 -0.284 1.329
C -3.905 -0.960 1.221
O -3.746 -1.380 -0.125
C -2.501 -1.638 -0.620
C -2.361 -1.454 -1.990
C -1.158 -1.668 -2.631
C -0.052 -2.078 -1.906
C 1.285 -2.237 -2.574
C 2.045 -0.903 -2.589
N 2.449 -0.512 -1.257
C 3.742 -0.353 -0.935
O 4.644 -0.479 -1.742
C 4.085 -0.025 0.528
C 5.101 1.126 0.539
C 4.409 2.438 0.178
C 3.264 2.712 1.153
N 2.339 1.604 1.148
C 1.090 1.680 0.683
N 0.330 0.644 0.477
N -0.900 0.948 0.071
C -1.123 2.201 -0.059
N -2.298 2.749 -0.471
C -2.612 4.085 -0.487
C -3.883 4.220 -0.953
C -4.367 2.918 -1.237
C -3.377 2.036 -0.934
S 0.282 3.219 0.349
C 2.928 0.322 1.468
C -0.190 -2.294 -0.541
C -1.394 -2.094 0.120
O -1.580 -2.322 1.458
C -0.476 -2.600 2.288
C -0.098 -4.080 2.299
H -5.448 0.010 2.359
H -5.299 0.599 0.696
H -6.043 -0.971 1.011
H -3.106 -0.258 1.488
H -3.856 -1.822 1.895
H -3.230 -1.128 -2.542
H -1.080 -1.506 -3.696
H 1.891 -2.981 -2.054
H 1.148 -2.563 -3.606
H 2.958 -0.989 -3.183
H 1.405 -0.124 -3.018
H 1.695 -0.389 -0.591
H 4.576 -0.926 0.914
H 5.556 1.208 1.528
H 5.884 0.907 -0.188
H 4.013 2.370 -0.837
H 5.120 3.263 0.214
H 3.664 2.824 2.169
H 2.734 3.627 0.886
H -1.904 4.821 -0.161
H -4.418 5.140 -1.081
H -5.337 2.674 -1.624
H -3.325 0.970 -1.009
H 3.329 0.389 2.488
H 2.144 -0.434 1.459
H 0.674 -2.639 0.005
H 0.381 -1.973 2.012
H -0.805 -2.303 3.290
H 0.203 -4.417 1.311
H -0.953 -4.672 2.615
H 0.721 -4.244 2.995

Energy, Ha: -1830.81989
Spin multiplicity: 1
Gap between HOMO and LUMO, eV: 8.10
Structure (SMILES): CCOc1ccc(CCNC(=O)[C@H]2CCCN(c3nnc(-n4cccc4)s3)C2)cc1OCC
Energy above the lowest of the compared OMol25 structures with the same formula, charge and spin, kcal per mole: 15.5

[7]
Computed, not measured: a molecular structure, C14H13CuN4O6S3, with the ωB97M-V functional and the def2-TZVPD basis.

Cartesian coordinates (Å):
Cu -0.767 -0.915 0.099
C -2.340 -0.233 4.024
C -1.863 -0.163 2.610
N -1.308 -1.149 2.006
N -1.115 -2.315 2.670
C -0.970 -3.336 1.845
N -0.735 -4.530 2.465
S -1.159 -3.324 0.137
C -2.036 1.055 1.793
C -2.382 2.280 2.339
C -2.506 3.373 1.494
C -2.273 3.214 0.141
C -1.910 1.960 -0.329
N -1.820 0.909 0.479
H -2.507 -1.273 4.291
H -3.262 0.338 4.145
H -1.592 0.173 4.711
H -0.338 -4.481 3.389
H -0.408 -5.264 1.863
H -2.526 2.378 3.407
H -2.765 4.344 1.896
H -2.341 4.047 -0.545
H -1.650 1.795 -1.369
O -0.494 1.287 -3.040
S -0.070 -0.096 -2.995
O -0.342 -0.877 -4.178
O -0.560 -0.808 -1.793
C 1.736 -0.045 -2.881
C 2.358 -0.170 -4.124
C 3.736 -0.114 -4.239
C 4.519 0.052 -3.108
C 3.918 0.178 -1.868
C 2.533 0.138 -1.738
S 1.911 0.404 -0.075
O 3.071 0.708 0.732
O 0.940 1.471 -0.210
O 1.286 -0.879 0.324
H 1.732 -0.326 -4.991
H 4.199 -0.214 -5.214
H 5.599 0.086 -3.191
H 4.502 0.320 -0.971

Energy, Ha: -4046.95812
Total charge: -1
Spin multiplicity: 2
Gap between HOMO and LUMO (spin up / spin down), eV: 7.67 / 7.57

[8]
Computed, not measured: a molecular structure, C15H21ClN7OPdS in a non-equilibrium geometry, with the ωB97M-V functional and the def2-TZVPD basis.

Cartesian coordinates (Å):
Pd 1.379 -0.081 -1.264
N 4.590 2.686 0.421
C 3.485 2.017 -0.107
S 3.718 0.251 -0.173
N 2.432 2.720 -0.314
N 1.335 2.136 -0.833
C 0.286 2.869 -0.921
C -1.045 2.588 -1.467
C -1.915 3.770 -1.461
C -3.185 3.701 -1.990
C -3.516 2.542 -2.714
C -2.678 1.478 -2.781
C -1.433 1.374 -2.141
O -0.710 0.334 -2.278
H 5.459 2.176 0.265
H 4.644 3.630 0.121
H 0.330 3.927 -0.559
H -1.711 4.571 -0.801
H -3.932 4.518 -1.824
H -4.525 2.289 -3.050
H -3.078 0.543 -3.162
C 1.011 -2.452 0.766
N 0.345 -1.105 0.562
C 0.450 -0.262 1.762
N -0.059 -0.978 2.933
C 0.630 -2.306 3.097
N 0.373 -3.110 1.906
C -1.057 -3.347 1.758
N -1.723 -2.079 1.522
C -1.069 -1.476 0.306
C -1.462 -1.231 2.656
H 2.089 -2.286 0.894
H 0.887 -3.021 -0.114
H -0.152 0.667 1.563
H 1.480 0.105 1.880
H 0.162 -2.802 3.921
H 1.688 -2.061 3.192
H -1.413 -3.700 2.670
H -1.258 -4.073 0.959
H -1.608 -0.552 -0.021
H -1.179 -2.245 -0.450
H -2.013 -1.679 3.493
H -1.956 -0.257 2.415
Cl 0.233 -3.433 -2.514
C 1.574 -1.985 -2.469
H 1.716 -1.759 -3.496
H 2.381 -2.610 -2.159

Energy, Ha: -2028.94831
Total charge: -1
Spin multiplicity: 3
Gap between HOMO and LUMO (spin up / spin down), eV: 6.86 / 6.64
Energy above the lowest of the compared OMol25 structures with the same formula, charge and spin, kcal per mole: 9.3